Version A
Here is a 2-piece molecular cluster, C2H8NO2 overall from the OMol25 dataset. Energies are from ωB97M-V/def2-TZVPD.

Each line ends with the natural charge from an NBO analysis.
CARTESIAN COORDINATES (ANGSTROEM)
C  1.6744  -1.1327  0.7631  -0.25
O  0.3819  -1.4648  0.3019  -0.83
H  1.6908  -0.4000  1.5897  0.12
H  2.1843  -2.0700  1.0089  0.14
H  2.2561  -0.6227  -0.0184  0.15
N  -1.5488  1.0005  0.4472  -0.89
C  -1.1474  1.0940  -0.9897  0.13
O  -0.1265  0.2712  -1.3771  -0.92
H  -2.0027  0.0955  0.5713  0.34
H  -0.6349  0.8794  0.9020  0.34
H  -2.0719  0.9297  -1.5867  0.08
H  -0.8494  2.1474  -1.1612  0.09
H  0.1941  -0.7276  -0.4510  0.50

Output
Net charge: -1
LUMO energy, eV: 4.444

---

Version B
Here is C2H8NO2 as an isolated structure from the OMol25 dataset. Energies are from ωB97M-V/def2-TZVPD.

Each line ends with the natural charge from an NBO analysis.
CARTESIAN COORDINATES (ANGSTROEM)
C  -0.2861  -0.0701  0.2422  -0.03
O  -1.3994  0.4480  0.8446  -0.79
C  1.1503  0.4683  0.6191  -0.59
N  2.7652  0.1330  -0.2365  -0.73
H  -0.4030  -1.1544  0.3748  0.15
H  -0.3905  0.1305  -0.8646  0.16
H  1.1364  0.9281  1.5670  0.22
H  1.8709  -0.4214  0.6067  0.35
H  2.4003  -0.2854  -1.0828  0.32
H  1.7464  1.0925  -0.0709  0.33
H  -3.3710  -0.5352  -1.6959  0.42
H  -2.2466  -0.0741  0.5537  0.56
O  -2.9729  -0.6599  -0.8575  -1.36

Output
Net charge: -1
LUMO energy, eV: 3.625

---

Version C
Here is a 2-piece molecular cluster, C2H8NO2 overall from the OMol25 dataset. Energies are from ωB97M-V/def2-TZVPD.

Each line ends with the natural charge from an NBO analysis.
CARTESIAN COORDINATES (ANGSTROEM)
C  -1.1044  -1.7836  0.2745  -0.23
O  0.2434  -1.6929  0.5957  -0.81
H  -1.7510  -1.3409  1.0355  0.16
H  -1.3682  -1.2701  -0.6707  0.14
H  -1.3851  -2.8434  0.1762  0.14
N  0.8913  1.0623  -1.1670  -0.92
C  0.4220  1.6849  0.1116  0.14
O  0.1171  0.8318  1.1072  -0.94
H  1.8778  1.2847  -1.2978  0.33
H  0.8364  0.0507  -1.1156  0.35
H  1.2308  2.4010  0.3858  0.05
H  -0.4416  2.3247  -0.1707  0.07
H  0.4315  -0.7091  0.7354  0.51

Output
Net charge: -1
LUMO energy, eV: 4.438

---

Most stable one: version A, least stable one: version B.